Record 1
Entry from the OMol25 dataset: the molecule C18H17N3O3S2 (ωB97M-V/def2-TZVPD).

The HOMO energy comes out at -8.134 eV. For the orbital gap, the calculation gives 8.68 eV. The SMILES is Cc1nnc(SCC(=O)c2cc(C)n(-c3ccc4c(c3)OCO4)c2C)s1.

```
! RIJCOSX wB97M-V def2-TZVPD def2/J DEFGRID3
* xyz 0 1
S -4.97353 0.18109 0.17336
S -2.47328 -0.49183 1.86195
O 6.73556 -0.65712 0.55414
O -2.81573 2.05587 -0.56378
O 5.39586 -2.15132 -0.57640
N -3.75937 -2.07651 0.17200
N -4.78704 -2.22758 -0.64646
N 1.53071 0.82623 -0.42516
C -3.68496 -0.90098 0.69321
C -2.37315 1.32249 1.63566
C -0.61956 1.33202 -0.22454
C 3.36027 -0.75579 -0.56097
C -6.71742 -1.09984 -1.64990
C 0.52132 0.95002 0.47739
C 1.97796 1.08333 -2.87585
C 5.00809 1.09064 0.83368
C 1.07561 1.11658 -1.69501
C 2.87087 0.48455 -0.13494
C 0.75728 0.67569 1.91966
C -0.24002 1.43976 -1.59700
C -5.52527 -1.18532 -0.78045
C -1.97176 1.62232 0.19880
C 5.48644 -0.12476 0.40886
C 3.67775 1.38480 0.54571
C 4.67373 -1.03247 -0.27789
C 6.69077 -1.92946 -0.05776
H 0.63558 1.58046 2.51620
H 1.47682 1.54074 -3.72402
H 2.24366 0.06066 -3.14330
H -6.58948 -0.30702 -2.38583
H 5.63818 1.78508 1.36234
H 6.92813 -2.70565 0.68669
H 1.76918 0.30539 2.06771
H 2.72982 -1.46025 -1.07625
H -1.64581 1.67140 2.36247
H -0.90223 1.72273 -2.38936
H 3.26300 2.33215 0.85335
H 7.42786 -1.97189 -0.87496
H 2.89989 1.62768 -2.67177
H -7.60301 -0.87329 -1.05738
H -3.35480 1.75071 1.84386
H -6.85474 -2.05005 -2.15856
H 0.05994 -0.07490 2.28816
*
```

Record 2
Entry from the OMol25 dataset: a cluster of 2 separate species, C4H3I in total (ωB97M-V/def2-TZVPD).

The HOMO energy comes out at -9.245 eV. For the orbital gap, the calculation gives 9.33 eV. The SMILES is C#CC#C.I.

```
! RIJCOSX wB97M-V def2-TZVPD def2/J DEFGRID3
* xyz 0 1
I -2.73887 -1.05275 -0.02745
C 1.22509 0.64557 -0.03021
C 1.35026 1.82416 -0.22562
C 0.89596 -0.64099 -0.03966
C 0.46528 -1.72891 0.27497
H 1.32252 2.90109 -0.33303
H 0.05016 -2.60411 0.10171
H -2.57040 0.65594 0.27929
*
```

Record 3
Entry from the OMol25 dataset: a structure of composition C4H13O3 (ωB97M-V/def2-TZVPD).

The HOMO energy comes out at -4.635 eV. For the orbital gap, the calculation gives 8.72 eV.

```
! RIJCOSX wB97M-V def2-TZVPD def2/J DEFGRID3
* xyz -1 1
O -0.25621 -1.57019 -1.64047
O 0.03125 0.60159 -2.25532
O -0.94997 -2.88689 0.41693
C -0.44700 1.57356 -1.40132
C 0.93608 -0.06894 1.95768
C -0.35327 1.11504 0.07558
C 1.08214 0.82502 0.68013
H 2.00277 -0.46603 2.36236
H -1.58062 1.73424 -1.39056
H -0.88765 0.11128 0.17589
H 0.31014 -0.95781 1.85696
H -1.60869 -2.50999 0.93248
H -1.11369 1.63558 0.75489
H -0.09162 2.59584 -1.54081
H -0.17899 -0.29910 -1.77357
H -0.02792 -1.73015 -2.58203
H -0.72870 -2.27043 -0.51587
H 1.85883 0.24383 0.09510
H 0.42172 0.42768 2.80865
H 1.58140 1.89587 0.98330
*
```

Record 4
Entry from the OMol25 dataset: a structure of composition C19H11ClCuIN9OSe (ωB97M-V/def2-TZVPD).

The HOMO energy (alpha / beta) comes out at -7.600 / -7.623 eV. For the orbital gap (alpha / beta), the calculation gives 6.17 / 6.18 eV. As for the expectation value of S²: 0.755.

```
! RIJCOSX wB97M-V def2-TZVPD def2/J DEFGRID3
* xyz 0 2
I -0.64991 -4.02235 0.12255
Se -2.35717 0.53230 4.69834
Cu -0.83923 0.55146 -0.06972
Cl 4.52131 -4.34636 -2.14239
O -0.22168 -1.07087 -0.85300
N 1.98503 0.13769 -2.11884
N 1.60577 3.81116 -0.70699
N -2.16698 -0.56373 1.07028
N -3.39497 3.44017 1.35781
N -3.61351 -0.61091 4.36573
N -1.65611 0.50600 3.09901
N -2.13903 2.00225 -0.15025
N 0.61548 1.96303 -0.12216
N -4.48570 3.12196 3.54280
C 3.17372 -1.96454 -2.07362
C 2.03387 -1.16479 -1.77312
C 2.02552 3.53683 0.57200
C -2.98085 -1.37735 0.43920
C -2.74772 2.63454 0.63411
C -4.33468 -1.83718 2.37674
C -4.06462 -2.04050 1.05375
C -3.97705 3.27087 2.51078
C 2.08252 -3.88752 -1.12378
C 0.87371 -1.72904 -1.11215
C 4.26731 -1.33241 -2.70366
C 1.39802 2.38296 0.92401
C 3.16359 -3.33728 -1.74444
C 3.01149 0.68447 -2.71613
C 4.19403 -0.00766 -3.02356
C -2.39912 -0.32903 2.38414
C 0.97759 -3.09068 -0.81094
C 0.75178 2.84004 -1.08397
C -3.49119 -0.95731 3.08559
H -5.17131 -2.30521 2.87758
H 5.15081 -1.91207 -2.93114
H -4.67716 -2.70531 0.46152
H 1.45554 1.82704 1.84379
H 2.71825 4.16234 1.10526
H 2.08300 -4.93744 -0.86721
H 1.86346 4.61460 -1.25097
H 2.90832 1.73458 -2.98016
H 0.27052 2.78622 -2.04512
H -2.78170 -1.50986 -0.61595
H 5.01902 0.49888 -3.50572
*
```

Record 5
Entry from the OMol25 dataset: a cluster of 11 separate species, C46H95F3N15O8S in total (ωB97M-V/def2-TZVPD).

The HOMO energy (alpha / beta) comes out at -27.956 / -27.956 eV. For the orbital gap (alpha / beta), the calculation gives 7.50 / 3.54 eV. As for the expectation value of S²: 0.767.

```
! RIJCOSX wB97M-V def2-TZVPD def2/J DEFGRID3
* xyz 10 2
S 0.12501 0.57695 0.16441
F 1.28476 2.28366 -1.74689
F 0.92456 0.14116 -2.38771
F 2.49303 0.52404 -1.08409
O -4.44848 -0.89081 1.47094
O -4.97606 2.64966 -3.79692
O -3.47819 2.57480 1.44405
O -1.26779 0.73160 -0.37921
O 0.50850 1.50337 1.23301
O -3.13326 -1.72663 -2.78637
O 2.86962 -4.10056 3.46086
O 0.41286 -0.83815 0.56503
N 5.14994 3.38381 -4.07756
N 2.33911 3.39494 4.48850
N 2.79871 -2.31712 5.06897
N 1.25373 -1.59422 -6.81561
N 2.70416 -3.93724 -0.58688
N -2.81913 -1.52547 4.98278
N -6.24864 0.79724 1.54126
N -0.37011 -0.58329 -5.71522
N -2.18502 -3.64922 5.33816
N 2.22735 -5.88638 0.38018
N -5.29628 4.37607 -2.23689
N -3.82329 -3.67010 -1.52064
N -3.52357 4.35757 2.95209
N 6.38018 3.10137 -2.31918
N 3.20543 2.52999 2.61301
C -1.26546 0.45882 -5.41237
C 3.74629 1.69155 -5.25823
C 1.30848 0.96323 -1.40865
C 3.38567 3.69059 0.38990
C 6.80242 2.64486 -1.06961
C 1.41855 4.04259 5.36575
C 2.63925 -2.75516 -1.41018
C 3.58042 2.34570 1.26409
C -5.07016 0.04316 0.90091
C -3.00381 3.14778 -2.38298
C -1.89759 0.06837 3.27455
C 3.85865 -4.36286 -0.02049
C -2.83518 -2.58628 -1.99935
C 6.99763 4.15071 -2.99848
C -0.21616 -1.88048 -5.11764
C 3.33436 2.47304 4.85055
C -2.92868 -0.22642 4.35656
C -3.52254 -2.07883 6.07981
C 4.09616 3.20828 -5.03141
C 3.60179 -5.58179 0.52456
C 1.31873 -6.76496 2.40917
C 6.17358 4.32259 -4.11724
C -2.91264 3.55434 1.85530
C -1.51248 3.86404 1.52999
C -4.86467 0.37565 -0.61449
C 0.75564 -2.49250 -5.87899
C -1.31615 -4.80376 5.49535
C 2.46218 -2.99014 3.74992
C 0.50294 -0.43058 -6.73068
C -4.47624 3.29940 -2.87076
C 2.29591 3.42527 3.09429
C 3.91709 -1.29014 4.77395
C 5.22007 2.69462 -2.93006
C -3.78412 -5.04221 -2.29839
C -3.13609 -3.36416 6.32783
C 1.57652 -2.15192 2.75325
C 3.97716 1.99617 3.69304
C -5.85082 5.44298 -3.17842
C -1.91500 -2.50671 4.61614
C 3.74876 -1.83920 -6.85245
C -7.55253 -0.05829 1.60693
C 1.73891 -4.79535 -0.26687
C -4.53561 5.37468 2.32920
C 2.39037 -1.91834 -7.67931
C 1.58053 -7.05622 0.91322
C -1.49863 -2.53456 -1.16447
H -8.27885 0.70431 1.88799
H 0.63804 0.45640 -7.33186
H 2.84056 -3.02987 5.78334
H 3.60612 1.15032 -4.32253
H -6.48197 1.58949 0.95989
H -2.77236 -5.40751 -2.12230
H -1.83560 -0.59384 2.41098
H 1.18718 -3.46649 -5.70145
H -0.86934 -4.71261 6.48538
H -1.72108 -2.26400 -0.13228
H -2.15990 1.00536 2.78330
H 1.65569 3.98947 2.43233
H -1.29890 1.07152 -6.31325
H -4.80846 4.85257 -1.49185
H -3.71145 -3.81393 -0.52721
H 3.75167 -2.36324 -5.89670
H 3.61366 -2.41792 -1.76357
H -6.56839 4.93579 -3.82336
H 7.74533 3.04395 -0.69579
H 4.30394 -6.23279 1.02415
H -5.39047 5.34601 3.00484
H 2.22058 -6.75357 3.02124
H 1.82967 5.02836 5.58331
H 4.74469 -1.88022 4.38025
H -0.49602 -4.77723 4.77787
H 0.68260 -4.67226 -0.45520
H 3.37731 3.44208 -0.67136
H 2.75745 1.65622 -5.71544
H 0.82570 -5.79463 2.46808
H -0.71141 -1.85410 -1.48904
H 2.12790 -2.03633 1.82013
H -2.52678 2.34034 -2.93848
H -4.99352 4.98371 1.42060
H -5.30997 -0.46904 -1.14013
H 4.63389 2.08317 1.16718
H 4.56683 -2.41142 -7.28997
H -4.13179 6.38710 2.32281
H -7.57601 -0.88420 2.31786
H -0.96254 -2.14954 -4.38489
H 3.56244 2.35359 5.89941
H -2.49047 4.09085 -2.57060
H 4.00143 -0.79543 -6.66588
H -1.90306 -5.69679 5.28057
H -3.99554 3.72043 3.57770
H -1.32173 4.89734 1.24017
H -0.77714 3.65532 2.30705
H 0.67964 -7.26396 0.33587
H 4.07431 4.49302 0.65447
H 0.63639 -2.64480 2.50563
H 4.64413 1.87720 -2.52199
H 4.24444 -0.71017 5.63684
H 2.98765 1.46211 1.02745
H 1.30148 -1.19366 3.19392
H -2.91525 2.89049 -1.32749
H -0.91013 0.91827 -4.49001
H -3.33118 -4.14421 7.04886
H 3.26566 3.78084 -4.61844
H -4.18289 -1.46032 6.66954
H -4.73515 -3.23923 -1.46626
H 6.01623 2.82315 -0.33598
H 0.64024 -7.50196 2.83881
H 2.18483 -7.95886 1.00362
H -2.85585 0.56522 5.10227
H 4.78743 -3.81593 -0.08849
H -1.29696 3.17706 0.71163
H 6.85028 1.55593 -1.07595
H 3.46114 -0.71884 3.96537
H -5.08551 5.97503 -3.74350
H 6.29596 5.09900 -4.85792
H -4.54499 -5.72065 -1.91252
H -6.04513 1.17426 2.45589
H -8.02136 -0.34093 0.66437
H 4.75901 1.26169 3.56790
H -3.88061 -4.68323 -3.32305
H -0.89818 0.10678 3.70793
H -1.23396 -2.50190 3.77795
H 4.50470 1.04373 -5.69782
H -5.31406 1.32981 -0.88967
H -2.84193 4.82215 3.53486
H -6.13245 3.96695 -1.84506
H 1.37984 3.49276 6.30612
H 2.20311 -2.01112 -0.74363
H 4.43886 3.58807 -5.99391
H -3.78040 0.44751 -0.69988
H -6.37453 6.15505 -2.54062
H 1.92730 -1.88647 5.34335
H -2.23702 -0.00988 -5.25583
H 1.92635 -3.12214 -2.14856
H 2.28780 -2.94192 -8.03966
H -3.92994 -0.24859 3.92634
H 2.37492 4.07393 0.52964
H 7.92925 4.55278 -2.62859
H 0.46492 4.21958 4.86839
H -1.21212 -3.58474 -1.10851
H 2.47275 -1.43055 -8.65059
*
```

Record 6
Entry from the OMol25 dataset: a structure of composition C34H78N8O9Si2 (ωB97M-V/def2-TZVPD).

The HOMO energy comes out at -8.056 eV. For the orbital gap, the calculation gives 8.53 eV.

```
! RIJCOSX wB97M-V def2-TZVPD def2/J DEFGRID3
* xyz 0 1
Si 0.03032 1.25163 3.25023
Si 2.23018 -0.58783 2.68438
O -1.40716 0.18773 -3.22310
O -4.82453 1.50518 -6.35911
O -4.05761 0.15127 -1.16006
O 0.61532 -0.27547 2.95912
O -0.43327 -1.35874 -7.68994
O -1.75460 5.17105 7.20123
O 2.13120 3.72262 6.83673
O 4.96661 -2.64790 -2.00713
O 5.22534 -4.61337 1.05140
N 4.47632 -6.71970 1.20035
N -1.85244 -1.67281 -2.05638
N -1.82126 0.39889 -7.62110
N -2.58054 5.22005 9.28310
N 5.01438 -1.32579 -0.09543
N -1.69219 1.14275 3.01844
N -5.40930 1.70091 -2.04494
N -5.60567 -0.54103 -5.88080
C -1.29571 -1.02482 -3.11524
C 4.38696 -2.12016 -1.08146
C -4.90086 -0.04669 -8.17834
C 0.91109 3.44477 4.70576
C -4.22648 1.04233 -1.98753
C 0.01969 0.40452 -9.24344
C 4.78452 0.51657 2.22941
C -5.98638 -1.91463 -6.15238
C 4.84504 0.09990 -0.36250
C -0.54851 -1.85768 -4.13484
C 4.02633 -8.00512 0.70346
C -5.80657 2.77247 -2.94418
C 3.34479 0.91817 2.68784
C -4.08935 4.69875 7.41856
C -1.26957 0.59604 0.63324
C -2.04147 0.55079 1.93924
C -3.30986 -0.24813 1.86814
C 0.49170 1.97575 4.91120
C 3.39163 3.72540 6.21533
C -2.34283 1.69609 -8.00616
C -3.59868 5.11376 10.31024
C 1.07681 4.19091 6.01234
C -3.15164 1.44312 -2.96598
C 3.86168 -2.84601 3.30312
C 5.10146 1.04117 0.82551
C 4.87146 -5.63563 0.48188
C 2.89845 -2.25301 -0.87111
C 6.40005 -1.69642 0.19147
C -5.10191 0.38055 -6.74353
C -2.71576 5.04738 7.94180
C -1.82354 -3.09121 -1.75773
C 4.85108 -5.74025 -1.02436
C -0.75100 -0.26631 -8.13035
C 2.80273 -1.89167 3.89921
H -5.84817 -0.34221 -8.63017
H -5.71426 -0.19609 -4.93975
H 6.11019 1.44601 0.77816
H -4.43690 3.75677 7.84396
H 0.28813 -2.37812 -3.66689
H 5.18308 -4.78656 -1.42189
H -1.95948 0.37932 -0.17688
H 6.43588 -2.31951 1.08164
H -4.55954 4.86348 9.87478
H -5.82010 -2.16087 -7.19507
H 0.43006 1.35757 -8.90842
H -4.02854 4.59421 6.34018
H -2.26942 0.83074 -2.79951
H 5.49215 0.97809 2.91653
H 0.58482 2.14975 2.20198
H 3.67637 -3.87709 3.59017
H -3.32758 4.33787 11.02811
H -4.49510 0.79367 -8.73224
H -2.31877 2.37641 -7.15347
H -1.21575 -2.58661 -4.59573
H -3.37686 1.60026 -8.34296
H -6.07220 3.65839 -2.36535
H -1.34351 -3.26098 -0.79220
H -1.64060 5.44857 9.56530
H 3.11681 -1.43851 4.83902
H 4.93269 -0.55706 2.33093
H -3.83010 -0.03413 0.92769
H 0.10754 3.94130 4.15675
H -0.50824 -0.18476 0.60856
H -3.69298 6.06063 10.84468
H 3.44631 4.44896 5.40007
H -6.07861 1.38275 -1.36184
H 6.86736 -2.24169 -0.62406
H -2.88077 2.49035 -2.82727
H 5.49382 0.40037 -1.19292
H -5.39859 -2.59473 -5.53403
H 1.27541 1.41080 5.41379
H 2.77801 -2.96928 -0.06064
H -3.96053 0.00160 2.69977
H 2.37443 -2.54574 -1.77221
H -2.28501 -0.09701 -6.87657
H 4.15808 3.97458 6.94521
H 1.79294 3.49560 4.06790
H 2.53255 -1.30243 -0.50252
H 4.03548 -8.02054 -0.38071
H -7.04238 -2.06351 -5.92192
H 4.84997 -2.60714 3.69447
H 4.44539 1.89610 0.66437
H -5.00980 3.02463 -3.63445
H 3.01049 -8.20647 1.04812
H 0.83754 -0.24655 -9.53431
H 3.84013 -5.93927 -1.38365
H -4.20005 -0.88025 -8.23758
H 3.62407 2.73521 5.81236
H -3.48944 1.29681 -3.99400
H -1.27427 -3.63295 -2.51994
H 3.82683 0.26506 -0.71033
H -4.80504 5.48628 7.65742
H 3.92312 -2.76681 2.22232
H 1.21769 5.25982 5.80952
H 4.67881 -8.79937 1.07032
H 5.51783 -6.53163 -1.36946
H 3.00780 1.72119 2.04038
H -1.75460 2.12440 -8.81003
H -6.67783 2.45703 -3.51932
H -0.81102 1.56590 0.47729
H 1.91236 -2.47897 4.12976
H -3.07456 -1.31149 1.84998
H -0.39546 1.99218 5.54458
H -2.84016 -3.48596 -1.71091
H -2.33556 -1.06155 -1.41412
H 0.16060 4.11543 6.58472
H -0.16359 -1.20539 -4.91182
H 3.40753 1.26825 3.71932
H 2.31474 -1.18985 1.34142
H -0.62093 0.57449 -10.10947
H 4.51327 -6.57901 2.19739
H 6.99962 -0.81092 0.39012
*
```

Q: Which formula does entry 4 have?
A: C19H11ClCuIN9OSe